*one*
Below is a cluster of 2 separate species, C4H15N2O in total, with properties calculated with wB97M-V/def2-TZVPD.

Cartesian coordinates (Å):
1 C -0.32128 0.26842 1.49322
2 N 0.00565 1.61534 1.78789
3 C -0.50266 -0.08701 -0.00912
4 N 0.00698 -1.51854 -0.16732
5 C -0.03721 -2.02495 -1.56903
6 C -1.91381 0.06530 -0.47221
7 H -1.23241 -0.00263 2.01329
8 H 0.40178 -0.41507 1.96069
9 H -0.71846 2.30857 1.70379
10 H 0.87240 1.93701 1.39546
11 H 0.18895 0.46651 -0.63988
12 H -0.52688 -2.20636 0.35315
13 H 0.97193 -1.56008 0.15167
14 H 0.50606 -2.95358 -1.68327
15 H 0.44230 -1.33157 -2.22915
16 H -1.04770 -2.11221 -1.91673
17 H -2.21699 1.10625 -0.58351
18 H -2.67494 -0.45184 0.10505
19 H -2.04795 -0.22020 -1.49086
20 H 2.52587 1.98150 -0.08234
21 H 3.06338 1.21362 -1.24960
22 O 2.22690 1.49810 -0.86363

Computed properties:
- HOMO-LUMO gap: 0.3618 Ha
- E_HOMO: -12.96 eV
- Net charge: +1


*two*
Below is a cluster of 2 separate species, C4H15N2O in total, with properties calculated with wB97M-V/def2-TZVPD.

Cartesian coordinates (Å):
1 N 1.21550 -0.87034 -1.41045
2 C -0.12043 -0.18640 -1.13434
3 C -1.28925 -1.15005 -1.04197
4 C 0.13779 0.74568 0.14264
5 N -0.99206 1.70443 0.39569
6 C -0.61334 2.65371 1.42874
7 H 2.07139 -0.21872 -1.58198
8 H 1.09930 -1.59594 -2.23409
9 H 1.46452 -1.49582 -0.54204
10 H -0.24550 0.64542 -1.92429
11 H -1.11202 -2.22027 -1.48838
12 H -1.77399 -1.17604 -0.02404
13 H -2.11536 -0.72720 -1.77382
14 H 0.98917 1.41632 -0.10015
15 H 0.40863 0.02103 0.90385
16 H -1.76049 1.10237 0.65691
17 H -1.38732 3.39480 1.51989
18 H 0.42751 3.14224 1.22743
19 H -0.66589 2.15367 2.54686
20 H 2.13191 -2.06439 1.57864
21 H 0.85194 -3.00764 1.67682
22 O 1.27799 -2.26685 1.17808

Computed properties:
- HOMO-LUMO gap: 0.3329 Ha
- E_HOMO: -12.46 eV
- Net charge: +1


*one* comes first in stability; the runner-up is 0.0413 hartree higher.


*one*
Below is a cluster of 2 separate species, C4H15N2O in total, with properties calculated with wB97M-V/def2-TZVPD.

Cartesian coordinates (Å):
1 N 1.30594 -1.11535 -0.23801
2 C 0.09600 -0.16670 -0.13618
3 C 0.58576 1.27048 -0.26172
4 C -0.91414 -0.65258 -1.15361
5 N -2.18100 0.05653 -1.03343
6 C -2.56742 0.71846 0.19742
7 H 1.07839 -2.06551 0.03198
8 H 2.07659 -0.69983 0.29753
9 H 1.60181 -1.10693 -1.21569
10 H -0.27537 -0.40732 0.86318
11 H 0.43097 1.64354 -1.27724
12 H 0.02188 1.92032 0.40834
13 H 1.63529 1.34499 -0.02938
14 H -1.06460 -1.73163 -0.97542
15 H -0.56010 -0.52779 -2.18247
16 H -2.93836 -0.52896 -1.34103
17 H -2.21613 1.75133 0.20034
18 H -2.17089 0.21998 1.09042
19 H -3.66023 0.70847 0.28161
20 H 3.73462 -0.80095 1.96784
21 H 2.99036 0.35092 2.65542
22 O 2.99062 -0.18146 1.85012

Computed properties:
- HOMO-LUMO gap: 0.3290 Ha
- E_HOMO: -12.19 eV
- Net charge: +1


*two*
Below is a structure of composition C4H15N2O, with properties calculated with wB97M-V/def2-TZVPD.

Cartesian coordinates (Å):
1 N -0.12952 -0.35700 -2.20406
2 C -0.95294 -0.80882 -1.06340
3 C 0.03666 -1.08217 0.09984
4 N 1.04937 0.02902 0.02645
5 C 0.73712 1.06665 1.02169
6 C 2.41327 -0.47787 0.17570
7 H 0.38095 -1.09393 -2.65100
8 H -0.58853 0.28687 -2.83211
9 H 0.67343 0.23092 -1.36450
10 H -1.64141 -0.02170 -0.74804
11 H -1.55310 -1.66571 -1.35937
12 H -0.56146 -0.98797 1.00719
13 H 0.52283 -2.05274 0.11617
14 H -0.34351 1.22667 1.09219
15 H 1.12250 0.81413 2.01254
16 H 1.14951 2.01196 0.66378
17 H 2.51160 -1.14212 1.05141
18 H 2.70344 -1.12231 -0.65682
19 H 3.12210 0.33076 0.26945
20 H -2.88708 1.98884 1.91737
21 H -4.32629 1.59128 1.75204
22 O -3.43893 1.23522 1.67347

Computed properties:
- HOMO-LUMO gap: 0.4249 Ha
- E_HOMO: -14.39 eV
- Net charge: +1


*one* comes first in stability; the runner-up is 0.0106 hartree higher.


*one*
Below is an isolated molecule of C3H7N3OS, with properties calculated with wB97M-V/def2-TZVPD.

Cartesian coordinates (Å):
1 H -0.53944 3.29196 0.27009
2 N -0.10574 2.38136 0.26406
3 C -0.98985 1.51176 0.00975
4 N -0.72224 0.14359 -0.08656
5 S -2.07645 -0.90662 -0.24389
6 C 0.54711 -0.42531 0.15627
7 C 1.79232 0.38755 -0.15320
8 O 2.93061 -0.44417 -0.21847
9 N 0.58577 -1.62368 0.57874
10 H 1.59073 -1.88889 0.68250
11 H -2.04771 1.72499 -0.16161
12 H -2.09126 -1.38331 0.99941
13 H 1.61797 0.95048 -1.08127
14 H 1.95070 1.14650 0.62566
15 H 2.89535 -0.93541 -1.05533

Computed properties:
- HOMO-LUMO gap: 0.3676 Ha
- E_HOMO: -9.31 eV
- Net charge: 0


*two*
Below is an isolated molecule of C3H7N3OS, with properties calculated with wB97M-V/def2-TZVPD.

Cartesian coordinates (Å):
1 C -1.60855 -0.82089 -1.46052
2 N -0.81118 0.29222 -1.01308
3 C 0.24021 0.22885 -0.16778
4 N 0.96286 1.33186 0.00018
5 C 1.36735 1.76442 1.18261
6 S 0.99085 1.24682 2.73167
7 N 0.48347 -0.97615 0.39666
8 O 1.58839 -1.20853 1.14352
9 H -1.01339 -1.58419 -1.90115
10 H -2.29951 -0.46338 -2.21393
11 H -2.20949 -1.25929 -0.62300
12 H -1.02124 1.22323 -1.36436
13 H 2.00297 2.68149 1.11623
14 H -0.10061 -1.79870 0.21868
15 H 1.42786 -0.65777 1.95427

Computed properties:
- HOMO-LUMO gap: 0.3191 Ha
- E_HOMO: -8.24 eV
- Net charge: 0


*three*
Below is an isolated molecule of C3H7N3OS, with properties calculated with wB97M-V/def2-TZVPD.

Cartesian coordinates (Å):
1 H 0.57805 -2.65267 -0.95365
2 N -0.17720 -2.13002 -1.36910
3 C -0.38102 -1.02867 -0.77245
4 N -1.39434 -0.22205 -1.17173
5 O -1.90697 -0.52317 -2.43640
6 S 0.55957 -0.46643 0.63134
7 N 0.22770 1.22170 0.48838
8 C 0.73726 1.98393 1.36045
9 C 1.62686 1.60316 2.52773
10 H -1.24031 0.74521 -1.06697
11 H -1.51214 -1.41445 -2.57202
12 H 0.46118 3.00870 1.19865
13 H 1.89666 2.45761 3.09689
14 H 2.52487 1.16771 2.16354
15 H 1.10261 0.89813 3.19606

Computed properties:
- HOMO-LUMO gap: 0.3535 Ha
- E_HOMO: -8.93 eV
- Net charge: 0


*one* comes first in stability; the runner-up is 0.0258 hartree higher.


*one*
Below is an isolated molecule of C3H7N3OS, with properties calculated with wB97M-V/def2-TZVPD.

Cartesian coordinates (Å):
1 C -2.40692 -0.82069 -0.86475
2 N -1.46935 -0.30911 -0.17778
3 O -0.70345 -1.30107 0.40816
4 C 0.42548 -0.67686 1.05854
5 C 1.46032 -0.29019 -0.00393
6 S 2.54335 -1.40565 -0.48782
7 N 1.49306 0.95970 -0.45407
8 N 0.66114 1.96497 -0.06891
9 H -2.94301 -0.14059 -1.51453
10 H -2.77494 -1.83191 -0.76493
11 H 0.81531 -1.54134 1.61938
12 H 0.14729 0.10032 1.76163
13 H 2.20052 1.20576 -1.15631
14 H -0.31485 1.76280 -0.19144
15 H 0.86602 2.32385 0.83674

Computed properties:
- HOMO-LUMO gap: 0.3334 Ha
- E_HOMO: -8.34 eV
- Net charge: 0


*two*
Below is an isolated molecule of C3H7N3OS, with properties calculated with wB97M-V/def2-TZVPD.

Cartesian coordinates (Å):
1 H 1.50814 0.08148 1.88549
2 N 1.83074 -0.06139 0.84714
3 C 0.76810 -0.40192 0.11417
4 N 1.14797 -0.76255 -1.16919
5 O 0.63195 0.10991 -2.27261
6 C -0.76769 -0.09595 -2.02816
7 S -1.41628 0.83661 -0.70032
8 N -0.59004 -0.21077 0.51237
9 C -0.78664 0.39455 1.87137
10 H 2.10237 -0.75669 -1.28048
11 H -0.75439 -1.17190 -1.76615
12 H -1.26931 0.23002 -2.88051
13 H 0.03993 1.22069 2.12225
14 H -1.85644 1.00675 2.06649
15 H -0.58843 -0.41885 2.67814

Computed properties:
- HOMO-LUMO gap: 0.3407 Ha
- E_HOMO: -8.90 eV
- Net charge: 0


*one* comes first in stability; the runner-up is 0.0433 hartree higher.


*one*
Below is an isolated molecule of C3H7N3OS, with properties calculated with wB97M-V/def2-TZVPD.

Cartesian coordinates (Å):
1 C -1.06245 1.93181 0.29279
2 C -0.57005 0.43458 -0.06036
3 N -1.46583 -0.49989 0.03609
4 N -1.19159 -1.76468 -0.52760
5 S 0.72444 0.35920 -1.28960
6 C 1.95162 -0.06108 -0.13990
7 N 1.64023 -0.82348 0.96040
8 O 3.04688 0.28698 -0.39560
9 H -1.79134 1.81931 1.29437
10 H -0.35364 2.57489 0.71476
11 H -1.61825 2.48494 -0.58915
12 H -1.94192 -2.40009 -0.69394
13 H -0.99779 -1.51617 -1.62734
14 H 0.98749 -1.57436 0.79978
15 H 2.64218 -1.25195 1.22528

Computed properties:
- HOMO-LUMO gap: 0.3687 Ha
- E_HOMO: -9.52 eV
- Net charge: 0


*two*
Below is an isolated molecule of C3H7N3OS, with properties calculated with wB97M-V/def2-TZVPD.

Cartesian coordinates (Å):
1 C -2.28620 -1.02879 0.02879
2 N -0.95219 -1.18524 -0.52238
3 C -0.31544 -0.21466 -0.31137
4 C 1.30197 -0.54719 -0.32787
5 N 2.19587 0.24819 0.13516
6 O 3.42857 -0.31669 -0.03521
7 N -0.68978 0.93940 0.47839
8 S -0.31953 2.35087 -0.34678
9 H -3.17486 -1.60859 -0.38116
10 H -2.50268 0.10692 -0.20398
11 H -2.10818 -1.21935 1.11920
12 H 1.76436 -1.35726 -0.79632
13 H 3.99203 0.49115 0.07742
14 H -1.57563 0.82401 1.10931
15 H 1.24168 2.51722 -0.02321

Computed properties:
- HOMO-LUMO gap: 0.3570 Ha
- E_HOMO: -9.04 eV
- Net charge: 0


*one* comes first in stability; the runner-up is 0.1093 hartree higher.